No. 1
80
Properties=species:S:1:pos:R:3:forces:R:3 method="wB97M-V/def2-TZVPD" total_charge=0 homo_lumo_gap_ev="6.0 / 2.3" mol_weight_g_mol=856.214 s2=6.01 relative_energy_ev=14.8446 multiplicity=5
C 1.773 -7.751 3.143 0.209 -0.522 -0.233
H 2.191 -8.678 2.751 0.069 -0.191 0.321
C -4.807 1.712 -4.003 2.352 3.570 3.798
H 6.915 6.519 6.498 -0.111 0.274 -0.427
H -8.334 2.388 -4.563 0.650 0.351 0.071
O 3.866 5.162 5.759 0.599 2.731 3.435
O 2.742 2.508 -1.720 1.746 0.708 -1.259
O 1.923 -3.374 2.524 0.907 -1.827 -0.105
O 4.601 4.523 3.877 -0.434 -1.674 -2.198
H 4.692 6.475 -4.080 -0.455 -0.128 0.698
C -6.511 1.253 -5.246 -2.898 0.297 -4.120
H 5.923 5.486 -3.200 -0.207 0.132 0.003
F -4.719 6.032 3.052 1.450 -0.065 -0.516
O -2.525 -5.536 -3.094 -1.438 0.964 -1.666
C 3.619 4.420 4.765 -2.690 -2.804 -2.225
H 6.497 4.959 4.497 0.154 -0.391 -0.370
H -5.317 1.783 -6.928 0.011 0.538 -0.285
C -2.455 -6.816 -3.613 -0.530 -2.718 -1.354
O -4.644 2.468 -5.151 2.556 0.189 1.898
O -1.539 -4.351 -1.459 -1.028 -3.794 -1.489
H -2.259 -6.855 -4.684 0.262 0.667 0.000
H 0.846 -7.593 2.591 0.077 0.337 -0.056
H 6.320 5.014 7.041 -0.586 -0.095 0.181
O 2.628 3.725 4.618 1.594 0.877 0.159
H 3.685 4.222 -4.934 0.079 0.052 -0.081
C 5.026 5.994 5.510 0.197 1.231 2.018
H -6.235 3.204 -6.257 0.279 0.125 0.093
Fe -1.132 0.800 1.633 -0.534 -0.274 0.503
F -4.066 5.782 0.858 -0.558 -0.740 -0.724
C 5.297 3.134 -3.972 -0.214 -0.742 1.146
C -5.682 2.291 -6.035 -0.981 -1.475 0.134
H 1.521 -7.833 4.201 0.078 -0.208 -0.069
O -4.193 1.846 -2.934 -0.504 -0.600 -3.698
C -1.379 -7.526 -2.824 0.063 0.029 1.068
H 4.741 7.036 5.367 -0.655 -0.085 0.095
H -8.466 1.735 -6.167 0.645 0.140 -0.364
H -1.741 -9.697 -3.009 -0.287 0.275 -0.417
H -6.493 0.368 -5.883 0.415 -0.669 0.581
O 2.089 -5.457 3.265 -0.909 -0.420 2.919
C 2.306 -4.530 2.424 -1.453 4.865 -1.767
C -1.659 -8.908 -2.261 0.201 -0.917 -0.056
F -3.942 -2.346 5.859 -1.078 -0.846 0.036
C 3.183 -6.303 1.487 1.240 -3.354 -0.202
C -1.801 -5.435 -2.020 2.187 3.559 2.799
C 5.222 5.524 -4.034 -0.583 0.890 -0.946
C 4.348 4.268 -4.070 1.144 2.752 -0.937
O 4.606 2.341 -2.993 0.768 -2.260 -0.557
O -1.323 -6.646 -1.686 0.887 0.431 0.807
F -3.483 7.638 1.845 0.415 -0.354 0.818
C 2.764 -6.633 2.945 -0.568 -0.865 -0.752
F -5.689 -2.277 4.242 0.442 0.601 0.334
H 5.722 6.136 3.445 -0.096 0.204 0.171
C -7.983 1.578 -5.202 -1.545 -0.364 0.859
C 3.569 2.988 -2.490 -2.239 -2.881 2.771
O 2.893 -5.011 1.318 0.115 3.504 -0.172
F -3.082 4.466 2.400 0.015 -0.069 0.487
F -3.623 -3.047 3.653 -0.237 -0.447 0.299
C 5.546 5.439 4.265 2.158 -0.116 -0.906
O -5.931 1.093 -4.035 -1.075 -1.845 0.891
F -4.620 -0.343 5.095 -0.894 0.181 -0.415
F -2.656 -1.236 4.541 1.876 1.067 -0.701
H 5.480 2.638 -4.925 -0.095 -0.355 0.335
P -4.188 -1.719 4.394 0.859 -0.948 0.553
F -4.209 -1.032 2.926 -0.470 0.821 -0.591
F -2.437 6.418 3.541 -0.914 -0.433 -0.790
H 3.597 -6.695 3.645 0.251 -0.288 -0.274
H -0.864 -9.310 -1.633 0.456 0.593 -0.007
O 3.547 4.197 -2.914 -0.612 2.581 -0.638
H -0.432 -7.463 -3.360 0.225 -0.186 0.192
F -1.903 6.058 1.382 0.444 0.083 -0.228
C 5.983 5.999 6.717 -0.429 0.334 -0.512
H 5.778 5.641 -4.964 0.403 -0.666 -0.085
H 6.220 3.440 -3.479 0.189 -0.118 -0.395
H 4.250 -6.496 1.371 0.160 0.071 -0.110
P -3.318 6.052 2.221 -0.733 1.360 0.906
H -2.522 -8.977 -1.599 -0.307 0.488 -0.337
H 2.676 -6.784 0.651 -0.222 -0.982 0.462
H -8.546 0.724 -4.825 0.156 -0.273 0.199
H 5.470 6.608 7.460 0.248 -0.531 0.528
H -3.353 -7.428 -3.530 -0.662 0.647 0.467

***

No. 2
58
Properties=species:S:1:pos:R:3:forces:R:3 method="wB97M-V/def2-TZVPD" total_charge=+1 homo_lumo_gap_ev="6.6 / 5.9" mol_weight_g_mol=449.289 s2=6.06 relative_energy_ev=0.6075 multiplicity=5
H 2.304 -0.506 1.640 -0.194 0.576 0.029
H -3.405 0.486 2.248 -0.142 -0.127 -0.068
H 2.978 3.763 1.984 -0.243 -0.373 -0.336
H -0.534 -3.623 -2.698 -0.003 0.168 -0.132
C 5.290 0.196 1.454 4.812 -2.786 0.165
C 5.203 2.674 0.583 3.281 2.984 -1.937
C 2.453 1.627 2.226 0.028 -2.210 -0.597
H -5.152 0.262 2.008 0.272 -0.161 -0.018
Fe 4.139 1.353 0.958 -3.814 0.388 1.176
H 1.410 -3.067 -1.313 0.121 0.177 -0.146
O 6.281 -0.411 1.469 -2.001 0.671 0.447
O 4.181 0.457 -1.784 -0.665 0.714 2.213
H -1.335 -2.389 -3.711 0.135 -0.081 0.041
H 0.970 0.435 -2.727 -0.070 -0.090 -0.055
C 2.230 0.326 4.264 0.305 0.242 -0.002
H -4.102 -1.158 2.173 -0.049 0.233 -0.047
H 0.301 -2.961 -4.121 -0.201 0.033 0.190
C -4.211 1.276 -0.298 -0.142 0.222 0.077
C 0.497 -0.371 -3.300 0.246 0.055 -0.128
H -0.575 2.611 -0.021 0.306 -0.597 0.178
C 4.055 0.819 -0.681 0.907 -1.440 -4.072
H 2.253 -2.316 -2.687 -0.123 -0.019 0.302
C 2.140 0.540 1.337 -0.896 1.321 1.824
C 0.368 2.184 0.350 2.150 0.511 0.983
C 0.253 -1.610 -2.447 0.345 -0.172 -0.211
H -4.151 1.307 -1.394 -0.049 0.005 0.214
H 1.630 -0.359 3.647 0.239 0.373 0.119
H -4.866 -2.113 -0.008 -0.014 0.188 -0.090
P -1.771 0.052 -1.439 1.395 1.707 0.617
C -4.993 -1.092 -0.390 -0.137 -0.131 -0.171
H 0.953 0.199 -0.359 -0.311 0.243 0.029
H -6.015 -0.766 -0.153 0.280 -0.091 -0.068
H 0.064 0.184 1.153 0.009 0.045 -0.133
H -3.493 1.987 0.128 -0.085 -0.076 -0.056
C 0.827 0.746 0.587 0.133 -0.220 -0.832
H -4.884 -1.105 -1.482 -0.028 -0.024 0.187
N -0.675 -1.255 -1.353 -0.575 -1.136 0.779
H 1.645 0.664 5.125 0.160 -0.129 -0.159
H -2.554 -2.256 1.202 0.078 -0.065 -0.148
C 2.421 2.922 1.555 -2.689 1.379 0.766
C -3.991 -0.130 0.247 -0.403 0.119 0.224
N -2.612 -0.553 -0.089 0.201 -1.191 0.431
C -4.161 -0.143 1.762 -0.042 0.193 0.276
H 1.186 -0.648 -4.107 -0.192 0.164 0.142
H 1.113 4.194 0.423 0.082 -0.235 0.036
C -2.093 -1.751 0.367 0.033 0.695 -0.356
O 5.945 3.408 0.074 -1.523 -1.304 1.284
C 1.559 -2.127 -1.857 0.337 0.052 -0.001
H -0.745 1.217 -0.639 -2.212 -2.123 -1.899
H 2.028 -1.395 -1.189 -0.060 -0.158 -0.142
H -0.400 -3.042 -0.209 -0.178 0.042 0.050
C 1.294 3.159 0.720 0.921 0.488 0.526
O 2.618 1.535 3.569 0.267 0.232 -0.511
C -0.376 -2.714 -3.292 -0.141 -0.122 -0.214
H -5.217 1.604 -0.008 0.271 -0.023 -0.139
C -0.996 -2.152 -0.350 0.015 0.932 -0.531
H -0.429 -0.001 -3.758 0.169 -0.067 0.024
H 3.146 -0.168 4.610 -0.317 -0.001 -0.129

***

No. 3
67
Properties=species:S:1:pos:R:3:forces:R:3 method="wB97M-V/def2-TZVPD" total_charge=-2 homo_lumo_gap_ev="3.9 / 6.1" mol_weight_g_mol=863.416 s2=3.78 relative_energy_ev=0.0000 multiplicity=4
C 3.181 4.010 -1.229 0.038 0.047 -0.035
C -2.973 -0.369 -5.048 -0.043 0.033 0.028
H -3.192 4.298 -1.653 -0.006 -0.003 0.011
N 1.309 -0.774 -0.483 -0.351 -0.865 0.552
N 1.933 -0.524 -3.508 -0.045 -0.005 0.000
H -0.165 -1.507 5.120 -0.006 0.013 0.010
N -0.973 -2.565 3.492 0.151 0.214 -0.023
H 3.257 -2.042 -2.972 -0.002 0.000 -0.001
H -4.206 1.977 -1.802 0.042 0.013 0.073
N 0.809 -3.996 3.195 -0.016 0.075 -0.007
O 0.402 1.715 -1.838 -0.167 -0.091 0.166
C 1.335 2.434 -1.255 0.004 0.082 -0.017
C -0.187 -3.237 2.655 0.021 -0.034 0.033
H 1.929 -2.961 4.656 0.012 -0.014 0.012
C 2.708 -1.222 -2.496 0.016 -0.010 0.044
C 1.454 2.036 2.876 -0.037 -0.024 0.003
P -3.094 -0.375 -2.362 -0.082 -0.012 -0.089
C -3.315 2.275 -2.364 -0.011 0.030 -0.093
H 3.854 4.663 -1.767 0.000 0.000 0.002
C 0.530 1.387 2.095 0.036 -0.007 -0.018
C 2.209 3.299 -1.922 0.006 -0.038 0.056
C -2.740 -1.698 -5.736 -0.003 -0.004 -0.022
O -3.759 -0.554 -3.868 0.067 -0.054 -0.106
H 1.148 -2.479 -1.668 -0.011 0.019 -0.019
H 2.006 -0.167 -0.060 0.065 0.082 -0.178
H -2.026 0.110 -4.793 0.011 -0.023 -0.008
H -1.685 -2.311 5.419 -0.006 0.010 -0.004
S -2.797 0.239 4.114 0.044 -0.055 -0.036
H -2.186 -2.364 -5.076 0.001 0.003 0.006
C 2.418 3.058 0.896 0.004 0.005 -0.003
H -3.634 2.591 -3.364 -0.046 -0.042 0.007
H 3.138 3.400 2.915 -0.009 -0.002 0.011
H -2.162 -1.554 -6.654 0.001 0.006 -0.001
H 1.436 -4.362 2.499 0.001 -0.016 0.005
H -1.648 3.618 -2.213 0.001 -0.004 0.015
C -2.572 3.398 -1.675 0.020 0.018 -0.043
I 4.798 4.979 1.102 -0.001 -0.001 0.003
C 0.042 -3.631 5.438 -0.016 -0.019 -0.012
H -1.596 -1.863 3.092 -0.047 -0.135 0.012
Ti -0.599 0.392 -0.684 0.578 0.548 -0.544
C 2.418 2.878 2.303 0.022 0.015 0.005
H 2.624 -2.419 -0.710 -0.003 0.003 0.017
H 3.467 -0.531 -2.112 -0.007 0.007 0.004
H 0.327 -3.473 6.479 0.010 0.027 -0.008
C 1.441 2.349 0.153 0.016 0.078 0.102
S -2.681 0.404 0.549 0.076 -0.072 0.014
C 1.938 -1.815 -1.316 0.136 0.250 -0.277
C 3.287 3.881 0.144 -0.042 -0.042 -0.003
H 1.147 -1.100 -3.791 -0.004 -0.009 -0.003
H 1.396 1.905 3.950 0.009 0.003 0.006
H -0.582 -4.527 5.382 0.000 -0.001 0.029
H 1.500 0.307 -3.110 0.031 0.013 -0.002
O -2.441 1.155 -2.522 0.064 0.037 0.149
H -2.323 3.118 -0.651 0.000 -0.008 -0.003
H -3.691 -2.167 -5.993 -0.001 -0.009 0.006
H -3.534 0.309 -5.698 0.013 0.005 -0.003
N 0.508 1.522 0.735 -0.413 -0.095 -0.097
H 0.902 -1.302 0.304 0.134 0.116 0.048
S -1.269 -1.355 -2.430 -0.179 -0.012 0.126
N -0.887 0.837 6.115 0.067 -0.084 -0.041
I 2.019 3.531 -3.986 -0.009 -0.013 -0.006
S -0.402 -3.228 0.980 -0.035 -0.059 -0.013
H 1.831 -4.717 4.852 -0.020 -0.011 -0.010
H -0.254 0.773 2.527 0.004 0.018 0.011
C -0.722 -2.425 4.925 -0.028 -0.030 -0.014
C -1.672 0.594 5.285 -0.046 0.140 0.167
C 1.266 -3.829 4.563 -0.012 -0.006 0.007